(1)
The following is a quantum chemistry calculation of C2H6I2N2OP as an isolated structure in a non-equilibrium geometry, from the OMol25 dataset.

```
14
Properties=species:S:1:pos:R:3:forces:R:3:lowdin_charge:R:1
C -1.8988 0.8883 -0.0163 -0.21 -3.71 1.07 -1.08
C 1.6205 -0.5199 -0.5672 -0.31 -2.39 -1.07 -0.39
N -1.2427 -0.2063 0.0121 0.48 1.07 -0.42 -0.59
N 1.2896 -1.8368 -0.5043 1.26 4.03 -0.04 0.10
O -1.1569 1.9540 -0.0762 -0.75 3.15 0.26 -0.02
P 1.9841 0.6598 0.6537 0.44 -2.46 3.00 0.96
I -3.9799 0.8977 0.3061 0.04 0.65 -0.14 0.90
I -1.8693 -2.0248 0.4367 -0.81 -0.44 0.01 0.92
H 2.0560 -0.2833 -1.5659 -0.52 0.11 0.73 0.11
H 1.2848 -2.3145 -1.3557 0.32 -0.81 -1.58 0.10
H -1.6987 2.7260 0.2472 0.81 -0.73 -0.71 0.13
H 0.7111 -2.2858 0.1546 -0.58 -0.09 1.57 -0.03
H 1.7009 1.9286 0.3955 -0.73 1.60 -1.24 -0.10
H 1.1993 0.4170 1.8797 0.59 0.02 -1.44 -0.01
```
Forces are in eV/Å.

## Properties
Spin multiplicity: 1
Energy relative to the best compared isomer or geometry (same formula, charge and spin) (kJ/mol): 186.75
Net charge: +1
E_HOMO (Ha): -0.4638
DFT total energy (eV): -32679.3851


(2)
The following is a quantum chemistry calculation of a 2-piece molecular cluster, C2H6IN2 overall in a non-equilibrium geometry, from the OMol25 dataset.

```
11
Properties=species:S:1:pos:R:3:forces:R:3:lowdin_charge:R:1
C -1.5167 -0.2493 -0.2525 1.06 0.00 0.87 -0.67
C 0.4684 -0.5673 0.9404 -0.52 -1.82 -2.07 -0.01
N -1.8581 0.8489 -0.8589 0.89 -1.84 1.00 0.04
N 1.4960 -0.6739 0.0764 -0.27 2.18 1.11 0.10
I -2.7596 -1.9016 -0.3675 0.02 0.27 -0.07 0.91
H -0.0647 -1.3950 1.4192 0.81 -0.53 -0.92 0.09
H 0.2805 0.2284 1.5896 0.54 1.97 0.21 0.08
H -2.6991 0.8522 -1.3881 -0.72 0.83 -0.76 0.09
H 1.8328 -1.4227 -0.4675 -0.64 -1.91 -0.01 0.11
H 2.0522 0.1168 -0.2701 -0.82 0.20 0.98 0.14
H -1.1786 1.5887 -0.8064 -0.36 0.65 -0.34 0.12
```
Forces are in eV/Å.

## Properties
Spin multiplicity: 1
Energy relative to the best compared isomer or geometry (same formula, charge and spin) (kJ/mol): 225.47
Net charge: +1
E_HOMO (Ha): -0.4840
DFT total energy (eV): -13242.9159


(3)
The following is a quantum chemistry calculation of one molecule with the formula C2H6INO2S in a non-equilibrium geometry, from the OMol25 dataset.

```
13
Properties=species:S:1:pos:R:3:forces:R:3:lowdin_charge:R:1
C 1.3221 -0.3151 -0.3313 1.96 -1.00 0.15 -0.23
C 1.0486 1.1527 -0.1915 -3.46 0.07 0.37 -0.20
N -1.3836 -1.8096 0.1852 0.67 -1.75 0.24 -0.59
O -1.6656 2.1472 0.5168 1.64 -3.01 -0.70 -0.48
O -0.7685 -0.1183 1.2866 -0.64 -0.73 1.18 -0.48
S -0.9260 0.8397 0.2120 -0.38 6.13 -0.17 0.56
I -2.3106 -1.0334 -1.3081 -0.42 -0.18 0.05 1.02
H 0.9628 -0.8747 -1.2698 0.11 1.19 1.52 0.09
H 2.4212 -0.3961 -0.3536 -0.14 -0.33 -0.03 0.08
H 0.9729 -0.7738 0.6365 0.64 -0.05 -1.53 0.07
H 0.9890 1.7684 -1.1162 0.45 -0.22 0.96 0.09
H 1.2825 1.6470 0.8061 0.23 -0.55 -1.64 0.11
H -1.9446 -2.2340 0.9274 -0.67 0.42 -0.38 -0.03
```
Forces are in eV/Å.

## Properties
Spin multiplicity: 1
Energy relative to the best compared isomer or geometry (same formula, charge and spin) (kJ/mol): 407.06
E_HOMO (spin up / spin down) (Ha): -0.3048 / -0.3162
DFT total energy (eV): -26686.3488


(4)
The following is a quantum chemistry calculation of a 2-piece molecular cluster, C2H6INOS overall in a non-equilibrium geometry, from the OMol25 dataset.

```
12
Properties=species:S:1:pos:R:3:forces:R:3:lowdin_charge:R:1
C -1.3251 -0.4396 1.8718 -0.37 0.12 -2.39 -0.05
C -0.2883 0.3659 1.6620 0.00 -0.09 2.05 -0.14
N 1.3164 1.2088 -2.5514 0.28 -0.20 -2.09 -0.37
O 1.4290 -0.5271 -0.6844 0.59 -0.06 -1.02 -0.44
S 0.4583 0.5106 -1.5776 -0.55 -0.74 2.33 0.45
I -1.1533 -1.2923 -2.4859 0.45 0.35 -0.02 0.26
H -1.2468 -1.4556 2.1986 -0.02 -0.36 0.40 0.05
H -2.2457 -0.1527 1.2818 0.72 -0.38 1.35 0.08
H 1.2554 -0.7289 0.2498 -0.79 0.43 -0.39 0.02
H 0.7236 0.3244 2.0735 -0.23 -0.70 -0.05 0.07
H -0.5470 1.3500 1.4280 -0.15 1.47 -1.17 0.03
H 1.6234 0.8364 -3.4660 0.08 0.18 1.00 0.04
```
Forces are in eV/Å.

## Properties
Spin multiplicity: 1
Energy relative to the best compared isomer or geometry (same formula, charge and spin) (kJ/mol): 108.69
E_HOMO (Ha): -0.3463
DFT total energy (eV): -24641.8806


(5)
The following is a quantum chemistry calculation of a 2-piece molecular cluster, C2H6IOP overall in a non-equilibrium geometry, from the OMol25 dataset.

```
11
Properties=species:S:1:pos:R:3:forces:R:3:lowdin_charge:R:1
C -0.8815 -0.4004 -0.9918 -2.98 2.45 -0.17 -0.06
C -0.2484 0.1956 -0.0418 1.98 -0.64 3.13 -0.22
O 1.9551 2.3081 -0.9892 -2.50 -1.76 -2.99 -0.57
P 2.2411 1.5599 0.4814 1.09 1.58 -0.98 0.35
I 3.4801 -0.5006 0.0451 0.15 -0.29 -0.19 0.29
H 1.2529 1.9176 -1.7815 2.87 1.22 4.05 0.18
H -0.5795 -1.3053 -1.2786 0.95 -3.56 -1.33 0.01
H -1.8589 -0.0315 -1.3088 0.49 0.12 -0.59 0.07
H 0.5119 -0.4221 0.5383 -0.65 1.10 -1.07 0.01
H -0.4925 1.1330 0.4218 -0.40 0.26 -0.06 0.03
H 3.5155 2.3040 0.5670 -1.00 -0.49 0.21 -0.10
```
Forces are in eV/Å.

## Properties
Spin multiplicity: 1
Energy relative to the best compared isomer or geometry (same formula, charge and spin) (kJ/mol): 242.74
E_HOMO (Ha): -0.3315
DFT total energy (eV): -21606.6450


(6)
The following is a quantum chemistry calculation of a 2-piece molecular cluster, C2H6IOS overall in a non-equilibrium geometry, from the OMol25 dataset.

```
11
Properties=species:S:1:pos:R:3:forces:R:3:lowdin_charge:R:1
C 0.3942 -2.0600 -1.0966 -2.61 2.66 -0.10 -0.49
C -0.5208 2.2729 0.9107 -0.58 -1.31 -0.42 0.22
O -1.2507 2.0816 -0.1190 1.47 0.57 1.56 0.20
S 0.2723 -1.4929 0.6207 -0.83 -0.06 0.58 0.10
I 2.4347 -0.6858 1.1825 -0.04 0.11 -0.23 0.41
H 0.1683 -1.1687 -1.7283 1.27 -0.63 0.10 0.04
H -0.4692 -2.6620 -1.3658 0.12 -0.73 0.66 0.04
H 1.3063 -2.5304 -1.1352 1.94 -1.07 -1.01 -0.02
H 0.4697 2.7147 0.8213 -0.20 0.39 -0.91 0.14
H -2.1018 1.5864 -0.0459 0.33 0.16 0.55 0.20
H -0.7029 1.9442 1.9555 -0.87 -0.07 -0.78 0.15
```
Forces are in eV/Å.

## Properties
Spin multiplicity: 1
Energy relative to the best compared isomer or geometry (same formula, charge and spin) (kJ/mol): 88.69
Net charge: +1
E_HOMO (Ha): -0.4426
DFT total energy (eV): -23145.0338


(7)
The following is a quantum chemistry calculation of C2H6K as an isolated structure, from the OMol25 dataset.

```
9
Properties=species:S:1:pos:R:3:forces:R:3:lowdin_charge:R:1
C 0.8957 -0.9410 3.2253 0.09 0.03 0.01 -0.18
C 0.6607 0.1732 2.2020 0.00 -0.01 0.01 -0.18
H 1.7153 -1.6000 2.8928 -0.37 0.20 0.24 0.07
H -0.0169 -1.5485 3.3467 0.36 0.09 0.08 0.05
H 1.1651 -0.5112 4.2047 -0.12 -0.30 -0.36 0.07
H 1.5733 0.7807 2.0805 -0.48 -0.18 -0.05 0.07
H 0.3913 -0.2566 1.2225 0.14 0.25 0.24 0.06
H -0.1589 0.8322 2.5344 0.32 -0.10 -0.18 0.06
K -4.0947 -1.3179 1.4449 0.04 0.01 0.01 0.98
```
Forces are in eV/Å.

## Properties
Spin multiplicity: 1
Net charge: +1
E_HOMO (Ha): -0.5399
DFT total energy (eV): -18490.6095


(8)
The following is a quantum chemistry calculation of one molecule with the formula C2H6N2 in a non-equilibrium geometry, from the OMol25 dataset.

```
10
Properties=species:S:1:pos:R:3:forces:R:3:lowdin_charge:R:1
C 0.0713 0.6366 0.3161 1.07 -0.09 -1.24 -0.27
C 0.3640 -0.3502 -0.5465 -1.34 -0.97 -0.21 -0.21
N -0.4646 -0.4527 -1.7701 1.21 0.65 1.09 -0.01
N 0.1008 0.5167 1.6930 0.51 0.67 0.59 0.03
H -0.0957 1.5955 -0.1774 -0.95 0.00 0.70 0.11
H 0.8763 -1.2629 -0.2215 -0.28 0.11 0.01 0.09
H -1.3931 -0.3009 -1.4088 -0.25 -0.17 -0.54 0.05
H -0.4207 -1.3873 -2.1435 0.11 -0.02 -0.13 0.05
H 0.4200 1.3250 2.2128 0.00 -0.02 -0.15 0.08
H 0.5415 -0.3199 2.0459 -0.07 -0.15 -0.13 0.08
```
Forces are in eV/Å.

## Properties
Spin multiplicity: 1
Energy relative to the best compared isomer or geometry (same formula, charge and spin) (kJ/mol): 176.99
E_HOMO (Ha): -0.2702
DFT total energy (eV): -5150.0853


(9)
The following is a quantum chemistry calculation of one molecule with the formula C2H6N2 in a non-equilibrium geometry, from the OMol25 dataset.

```
10
Properties=species:S:1:pos:R:3:forces:R:3:lowdin_charge:R:1
C -1.4515 -0.5115 -0.0214 2.62 -0.12 0.08 -0.10
C -0.5504 0.7417 0.0122 0.63 -1.39 -0.57 -0.24
H -1.2962 -0.9311 0.9877 -0.46 -0.32 -0.28 0.07
H -0.9454 -1.2581 -0.7513 -1.35 1.09 0.87 0.09
H -2.5056 -0.3259 -0.1818 0.06 0.02 -0.27 0.06
H -0.9391 1.7193 -0.0991 -0.52 0.80 0.19 0.07
H 2.3413 -0.6416 -0.0979 -0.74 1.06 0.19 0.09
H 0.8143 -1.3915 0.1632 0.72 1.70 -0.30 0.09
N 0.7415 0.6974 0.0176 -0.79 0.44 -0.32 -0.09
N 1.3360 -0.4906 -0.0128 -0.19 -3.28 0.40 -0.04
```
Forces are in eV/Å.

## Properties
Spin multiplicity: 1
Energy relative to the best compared isomer or geometry (same formula, charge and spin) (kJ/mol): 200.18
E_HOMO (Ha): -0.3090
DFT total energy (eV): -5149.8450


(10)
The following is a quantum chemistry calculation of a 2-piece molecular cluster, C2H6N2 overall, from the OMol25 dataset.

```
10
Properties=species:S:1:pos:R:3:forces:R:3:lowdin_charge:R:1
C 1.1638 -1.8642 -0.4938 0.05 0.23 -0.53 -0.17
N 0.5075 -2.1639 0.5302 -0.16 -0.08 0.75 0.01
H 2.1531 -1.4103 -0.3823 -0.09 -0.17 0.02 0.05
H 0.7992 -1.9882 -1.5193 0.03 0.01 0.03 0.06
H -0.4236 -2.5354 0.3371 0.18 0.03 -0.24 0.04
C -0.7897 2.1241 0.6656 -0.19 0.16 0.53 -0.16
N -1.0409 1.2390 -0.1907 0.19 -0.26 -0.46 0.01
H -0.8138 1.8371 1.7168 -0.02 -0.03 0.01 0.06
H -0.5897 3.1847 0.4903 0.13 -0.07 -0.31 0.06
H -0.9658 1.5771 -1.1539 -0.13 0.18 0.21 0.04
```
Forces are in eV/Å.

## Properties
Spin multiplicity: 1
Energy relative to the best compared isomer or geometry (same formula, charge and spin) (kJ/mol): 219.58
E_HOMO (Ha): -0.3600
DFT total energy (eV): -5149.6439


> The lowest DFT total energy belongs to which entry?

C2H6I2N2OP